No. 1
The following is a quantum chemistry calculation of a structure of composition C6H14O8Tl, from the Open Molecules 2025 dataset.

```
29
C6H14O8Tl (ωB97M-V/def2-TZVPD)
Tl 2.729 -14.243 -20.239
O 4.007 -10.917 -23.604
H 4.142 -10.724 -24.552
O 2.010 -16.193 -15.982
H 1.728 -15.396 -15.493
C 9.393 -10.794 -20.691
O 10.223 -11.987 -20.694
C 9.626 -13.253 -20.524
O 8.471 -13.580 -20.585
O 10.625 -14.166 -20.531
C 10.507 -15.527 -20.301
H 9.464 -10.390 -19.681
H 8.387 -11.002 -21.054
H 9.816 -10.058 -21.375
H 9.857 -15.696 -19.443
H 11.402 -16.150 -20.270
H 9.995 -15.781 -21.229
C 7.292 -10.781 -14.005
O 6.116 -9.953 -13.886
C 5.042 -10.301 -14.567
O 4.984 -10.921 -15.603
O 3.832 -10.143 -13.924
C 3.876 -9.839 -12.545
H 7.071 -11.842 -13.887
H 8.015 -10.572 -13.216
H 7.816 -10.499 -14.918
H 4.259 -10.729 -12.047
H 2.887 -9.656 -12.126
H 4.514 -8.985 -12.318
```

As for the charge: +1. The LUMO energy is -10.3 eV. Its HOMO energy is -11.855 eV. The HOMO-LUMO gap is 1.52 eV.

Charges per atom according to natural (NBO) partitioning, unit e:
1. Tl 0.997
2. O -0.427
3. H 0.436
4. O -0.435
5. H 0.428
6. C -0.256
7. O -0.511
8. C 1.003
9. O -0.646
10. O -0.513
11. C -0.250
12. H 0.192
13. H 0.195
14. H 0.202
15. H 0.185
16. H 0.214
17. H 0.185
18. C -0.254
19. O -0.519
20. C 0.992
21. O -0.627
22. O -0.506
23. C -0.261
24. H 0.197
25. H 0.206
26. H 0.199
27. H 0.175
28. H 0.203
29. H 0.195

***

No. 2
The following is a quantum chemistry calculation of a cluster of 2 separate species, C6H14OS in total, from the Open Molecules 2025 dataset.

```
22
C6H14OS (ωB97M-V/def2-TZVPD)
C -0.003 -1.772 -2.290
C 1.148 -2.279 -1.848
C 2.065 -1.444 -1.013
O 2.170 -2.093 0.267
H -0.683 -2.345 -2.904
H -0.233 -0.758 -1.991
H 1.442 -3.303 -2.036
H 3.059 -1.414 -1.468
H 1.654 -0.444 -0.878
H 2.809 -1.619 0.779
C -3.036 1.275 0.659
C -1.645 1.775 1.023
S -0.484 0.398 1.045
C 1.005 1.314 1.578
H -3.743 2.103 0.643
H -3.360 0.562 1.408
H -3.063 0.797 -0.319
H -1.688 2.250 2.005
H -1.311 2.548 0.327
H 1.052 2.241 1.014
H 0.975 1.511 2.645
H 1.871 0.696 1.355
```

Its SMILES is C=CCO.CCSC. As for the charge: 0. The LUMO energy is 0.9 eV. The calculation puts the energy relative to the best compared isomer or geometry (same formula, charge and spin) at 0.822 eV. Its HOMO energy is -8.522 eV. The HOMO-LUMO gap is 9.38 eV.

Charges per atom according to natural (NBO) partitioning, unit e:
1. C -0.380
2. C -0.192
3. C -0.107
4. O -0.722
5. H 0.199
6. H 0.197
7. H 0.202
8. H 0.167
9. H 0.170
10. H 0.460
11. C -0.613
12. C -0.528
13. S 0.189
14. C -0.730
15. H 0.213
16. H 0.213
17. H 0.211
18. H 0.203
19. H 0.201
20. H 0.213
21. H 0.215
22. H 0.217

***

No. 3
The following is a quantum chemistry calculation of a cluster of 2 separate species, C6H14P2 in total, from the Open Molecules 2025 dataset.

```
22
C6H14P2 (ωB97M-V/def2-TZVPD)
C 1.830 -0.826 0.582
C -1.827 1.466 -1.177
C 1.053 -0.231 1.737
C 0.674 1.320 1.657
C -0.629 1.629 0.999
C -0.728 1.778 -0.506
P -1.971 -2.724 -1.311
P -1.289 -1.908 -3.064
H 1.333 -0.871 -0.384
H 2.796 -0.228 0.575
H 2.300 -1.879 0.882
H -0.794 -0.741 -2.539
H -2.597 0.753 -0.643
H -2.063 1.635 -2.197
H 1.782 -0.328 2.520
H 0.124 -0.730 2.118
H 1.530 1.910 1.390
H 0.410 1.622 2.642
H -1.014 2.584 1.477
H -1.339 0.957 1.262
H -0.014 2.325 -0.906
H -1.700 -1.525 -0.648
```

As for the charge: 0. The LUMO energy is -0.9 eV. The calculation puts the energy relative to the best compared isomer or geometry (same formula, charge and spin) at 2.657 eV. Its HOMO energy is -9.442 eV. The HOMO-LUMO gap is 8.54 eV.

Charges per atom according to natural (NBO) partitioning, unit e:
1. C -0.613
2. C -0.395
3. C -0.399
4. C -0.394
5. C -0.428
6. C -0.162
7. P 0.028
8. P 0.042
9. H 0.210
10. H 0.205
11. H 0.209
12. H -0.038
13. H 0.178
14. H 0.201
15. H 0.199
16. H 0.195
17. H 0.201
18. H 0.205
19. H 0.209
20. H 0.202
21. H 0.180
22. H -0.034

***

No. 4
The following is a quantum chemistry calculation of a structure of composition C6H15AsF6KNO2, from the Open Molecules 2025 dataset.

```
32
C6H15AsF6KNO2 (ωB97M-V/def2-TZVPD)
K 1.167 0.619 -1.249
As -2.221 2.437 -1.640
F -2.441 3.985 -2.529
F -1.863 1.555 -3.232
F -1.877 0.876 -0.901
F -2.573 3.200 -0.055
F -3.972 2.172 -1.711
F -0.490 2.902 -1.452
C -0.343 -2.220 -3.075
O 0.165 -1.721 -1.911
C 0.121 -2.628 -0.815
C 0.692 -2.029 0.467
N -0.021 -0.860 0.848
C 0.299 -0.417 2.198
C 1.794 0.178 2.483
O 2.079 1.331 1.730
C 1.480 2.521 2.185
H -1.424 -2.206 -2.936
H -0.014 -3.192 -3.440
H -0.087 -1.499 -3.851
H 0.645 -3.565 -1.002
H -0.872 -3.046 -0.650
H 1.717 -1.893 0.122
H 0.818 -2.779 1.248
H -0.923 -1.289 1.001
H 0.206 -1.137 3.011
H -0.437 0.326 2.504
H 2.540 -0.467 2.017
H 2.002 0.306 3.545
H 0.400 2.479 2.043
H 1.839 3.469 1.784
H 1.596 2.595 3.266
```

As for the charge: +1. The LUMO energy (spin up / spin down) is -3.6 / -10.1 eV. The multiplicity is 2. Its HOMO energy (spin up / spin down) is -14.223 / -14.134 eV. The HOMO-LUMO gap (spin up / spin down) is 10.58 / 4.07 eV.

Charges per atom according to natural (NBO) partitioning, unit e:
1. K 0.968
2. As 2.790
3. F -0.598
4. F -0.634
5. F -0.654
6. F -0.625
7. F -0.597
8. F -0.669
9. C -0.261
10. O -0.563
11. C -0.080
12. C -0.302
13. N -0.455
14. C -0.242
15. C -0.082
16. O -0.275
17. C -0.309
18. H 0.195
19. H 0.189
20. H 0.210
21. H 0.203
22. H 0.190
23. H 0.208
24. H 0.239
25. H 0.422
26. H 0.274
27. H 0.250
28. H 0.230
29. H 0.247
30. H 0.254
31. H 0.260
32. H 0.218

***

No. 5
The following is a quantum chemistry calculation of a structure of composition C6H15BrNO2V, from the Open Molecules 2025 dataset.

```
26
C6H15BrNO2V (ωB97M-V/def2-TZVPD)
V -0.622 0.010 -0.693
Br -0.736 1.893 -0.685
C 1.318 -0.425 -3.331
O 0.953 0.170 -2.049
C 2.103 0.148 -1.119
C 1.796 0.684 0.269
N 0.715 -0.242 0.647
C 0.119 0.403 1.770
C -1.361 -0.009 1.900
O -2.112 -0.028 0.680
C -3.372 -0.606 1.007
H 0.898 0.105 -4.186
H 0.915 -1.437 -3.287
H 2.400 -0.437 -3.467
H 2.928 0.738 -1.518
H 2.353 -0.910 -1.039
H 1.577 1.750 0.204
H 2.605 0.594 0.993
H 1.069 -1.131 0.970
H 0.288 1.477 1.850
H 0.605 -0.043 2.638
H -1.822 0.633 2.650
H -1.340 -0.996 2.362
H -3.861 -0.110 1.845
H -3.284 -1.632 1.364
H -4.133 -0.600 0.227
```

As for the charge: +1. The LUMO energy (spin up / spin down) is -3.2 / -3.3 eV. The multiplicity is 4. Its HOMO energy (spin up / spin down) is -10.459 / -13.186 eV. The HOMO-LUMO gap (spin up / spin down) is 7.29 / 9.85 eV.

Charges per atom according to natural (NBO) partitioning, unit e:
1. V 0.758
2. Br -0.214
3. C -0.247
4. O -0.565
5. C -0.074
6. C -0.268
7. N -0.626
8. C -0.257
9. C -0.091
10. O -0.535
11. C -0.266
12. H 0.224
13. H 0.188
14. H 0.206
15. H 0.216
16. H 0.180
17. H 0.259
18. H 0.229
19. H 0.405
20. H 0.242
21. H 0.215
22. H 0.219
23. H 0.186
24. H 0.204
25. H 0.188
26. H 0.227

***

No. 6
The following is a quantum chemistry calculation of a structure of composition C6H15CdF12NO4P2S, from the Open Molecules 2025 dataset.

```
42
C6H15CdF12NO4P2S (ωB97M-V/def2-TZVPD)
Cd 0.218 0.841 0.703
S -0.582 3.355 1.252
O -0.447 2.651 -0.050
O 0.204 4.568 1.494
O -1.963 3.753 1.561
O -0.102 2.244 2.105
P -1.502 -1.544 3.011
F -1.670 -2.746 1.924
F -2.995 -0.966 2.594
F -2.215 -2.444 4.129
F -1.285 -0.336 4.021
F -0.028 -2.095 3.351
F -0.891 -0.612 1.776
P 3.265 0.476 1.500
F 3.166 1.367 2.835
F 2.271 1.610 0.778
F 4.580 1.309 1.123
F 3.325 -0.329 0.086
F 4.111 -0.687 2.223
F 1.888 -0.266 1.908
C -0.333 -2.644 -2.052
C -0.066 -1.682 -0.891
N -0.085 -0.229 -1.180
C -1.409 0.159 -1.692
C -2.587 -0.066 -0.765
C 0.952 0.044 -2.193
C 1.153 1.501 -2.589
H 0.414 -2.588 -2.852
H -1.255 -2.484 -2.613
H -0.291 -3.656 -1.650
H -0.796 -1.944 -0.129
H 0.850 -1.987 -0.379
H -1.424 1.239 -1.848
H -1.565 -0.211 -2.715
H -2.760 -1.071 -0.369
H -2.545 0.594 0.103
H -3.544 0.155 -1.247
H 0.665 -0.489 -3.108
H 1.880 -0.435 -1.880
H 0.155 1.883 -2.826
H 1.606 1.608 -3.579
H 1.637 2.153 -1.870
```

As for the charge: -2. The LUMO energy is 4.6 eV. Its HOMO energy is -2.078 eV. The HOMO-LUMO gap is 6.66 eV.

Charges per atom according to natural (NBO) partitioning, unit e:
1. Cd 1.779
2. S 2.583
3. O -1.198
4. O -1.042
5. O -1.060
6. O -1.168
7. P 2.613
8. F -0.602
9. F -0.598
10. F -0.590
11. F -0.567
12. F -0.582
13. F -0.645
14. P 2.603
15. F -0.576
16. F -0.618
17. F -0.583
18. F -0.598
19. F -0.584
20. F -0.598
21. C -0.638
22. C -0.262
23. N -0.544
24. C -0.252
25. C -0.642
26. C -0.224
27. C -0.625
28. H 0.191
29. H 0.201
30. H 0.219
31. H 0.251
32. H 0.224
33. H 0.243
34. H 0.163
35. H 0.217
36. H 0.254
37. H 0.210
38. H 0.159
39. H 0.224
40. H 0.211
41. H 0.197
42. H 0.252